1.
Computed, not measured: an isolated ion of composition C8H16N2S and charge +2, with ωB97M-V with the def2-TZVPD basis set.

```
27
Properties=species:S:1:pos:R:3:forces:R:3
C 1.8672 -1.6528 -1.1897 -0.8 -0.2 2.4
C 0.6421 0.2978 -0.7861 -0.7 2.0 -1.5
C 1.6712 2.3689 -0.0187 0.7 -0.6 -0.6
C 1.1991 2.9957 1.1060 1.4 2.3 2.2
C -3.1922 0.5820 -0.6089 1.7 2.4 2.1
C 0.7669 -1.4378 0.9399 1.3 -0.5 0.5
C -0.6770 0.8428 -0.5056 -2.2 -0.3 1.2
C -1.9059 -0.1959 -0.6667 1.7 2.0 1.9
N 2.1424 -2.8979 -0.9270 -0.9 1.1 -0.2
N 1.0529 -0.8775 -0.3568 2.4 -3.4 -1.9
S 1.9985 1.5269 -1.2343 0.2 -0.2 -1.0
H 2.4555 -1.3226 -2.0200 -0.3 1.2 -0.5
H 1.9678 2.8519 1.9647 -1.4 -0.2 -1.0
H 1.3255 4.0957 0.9971 0.2 -0.2 -0.3
H 0.1526 2.9393 1.3213 -0.8 -0.9 0.6
H -3.9437 -0.1235 -0.7404 -1.8 -0.8 -0.2
H -3.1129 1.2804 -1.4528 -0.8 0.1 0.4
H -3.2982 1.1572 0.4222 0.0 -1.1 -2.2
H -0.1734 -1.9161 0.9802 -1.0 -0.5 0.2
H 0.8406 -0.5713 1.5521 -0.3 0.3 1.2
H 1.5872 -2.1481 1.1978 -0.7 0.7 0.1
H -0.9162 1.6275 -1.1943 0.3 0.7 -0.5
H -0.9036 1.2826 0.5018 0.7 -0.3 -0.4
H -1.8414 -0.4982 -1.6543 0.3 -1.8 -1.7
H -1.8182 -0.8900 0.1625 -0.2 -0.6 -0.5
H 2.7965 -3.2478 -1.5648 1.1 -1.3 -0.9
H 1.6453 -3.5773 -0.3696 -0.1 0.2 0.5
```
Positions in Å, forces in eV/Å.

Results
LUMO energy (alpha / beta), hartree: -0.3332 / -0.3374
2S+1: 1
Net charge: +2
HOMO-LUMO gap (alpha / beta), eV: 7.3 / 7.1
Total energy, eV: -22348.8088

---

2.
Computed, not measured: C15H11N3Se2Te2Zn as an isolated structure, with ωB97M-V with the def2-TZVPD basis set.

```
34
Properties=species:S:1:pos:R:3:forces:R:3
Zn 0.3258 -0.4088 0.1962 0.0 0.2 -0.3
C -2.4480 -3.7439 0.7679 0.0 0.0 0.0
C -3.6394 -3.1995 0.3210 0.0 0.0 0.0
C -3.6876 -1.8609 -0.0314 0.0 0.0 0.0
C -2.5361 -1.0969 0.0748 0.0 0.0 0.0
N -1.3904 -1.6329 0.5088 0.1 0.1 -0.1
C -1.3388 -2.9191 0.8415 0.0 0.0 0.0
C -2.4820 0.3498 -0.2901 0.1 0.0 0.1
C -3.5509 1.0381 -0.8409 0.0 0.0 -0.1
C -3.3830 2.3747 -1.1671 0.0 0.0 0.0
C -2.1702 2.9918 -0.9236 0.1 0.0 0.0
C -1.1483 2.2447 -0.3513 -0.1 0.0 -0.1
N -1.3155 0.9570 -0.0587 0.0 -0.1 0.2
C 0.1814 2.8239 -0.0293 0.0 0.1 -0.1
C 0.9038 3.5174 -0.9910 0.0 0.0 0.0
C 2.1524 4.0065 -0.6457 0.0 0.0 0.0
C 2.6182 3.7925 0.6407 0.0 0.0 0.0
C 1.8169 3.0883 1.5271 0.0 0.0 0.0
N 0.6210 2.6056 1.2077 0.0 -0.1 0.0
H -2.3691 -4.7848 1.0455 0.0 0.0 0.0
H -4.5272 -3.8127 0.2410 0.0 0.0 0.0
H -4.6109 -1.4283 -0.3862 0.0 0.0 0.0
H -0.3701 -3.2892 1.1544 0.0 0.0 0.0
H -4.4942 0.5481 -1.0282 0.0 0.0 0.0
H -4.2009 2.9308 -1.6056 0.0 0.0 0.0
H -2.0094 4.0360 -1.1517 0.0 0.0 0.0
H 0.5109 3.6310 -1.9924 0.0 0.0 0.0
H 2.7569 4.5311 -1.3735 0.0 0.0 0.0
H 3.5904 4.1468 0.9531 0.0 0.0 0.0
H 2.1546 2.8922 2.5381 0.0 0.0 0.0
Se 2.2860 -0.5550 1.4929 0.0 -0.1 0.1
Te 2.7495 -2.7100 0.2639 -0.1 0.0 -0.1
Te 2.6949 -1.7737 -2.2920 0.1 0.0 0.1
Se 0.5419 -0.4681 -2.2470 0.0 -0.2 0.0
```
Positions in Å, forces in eV/Å.

Results
LUMO energy, hartree: -0.0281
2S+1: 1
HOMO-LUMO gap, eV: 5.7
Total energy, eV: -213904.3086

---

3.
Computed, not measured: C5H9N3 as an isolated structure, with ωB97M-V with the def2-TZVPD basis set.

```
17
Properties=species:S:1:pos:R:3:forces:R:3
C 0.1229 -0.8682 0.9370 -0.6 -0.2 0.5
C -0.0096 1.6884 1.0004 0.1 -0.3 -0.2
C -0.3688 -2.1622 0.4129 -0.2 -0.2 -0.2
C -0.0383 0.4019 0.1622 2.5 -0.2 0.7
N -0.5573 0.9935 -1.9930 -0.3 0.0 0.5
N -0.9811 0.4149 -0.8558 -0.5 -0.3 -1.3
C 1.3911 -0.0477 -0.2608 -1.2 1.5 -0.4
N 2.3790 -0.1189 -0.8783 0.1 -0.4 0.3
H 0.3468 -0.7663 1.9938 0.1 0.0 -0.1
H -1.1219 0.7462 -2.7953 0.3 0.2 0.1
H 0.4288 1.2268 -2.1254 -0.3 -0.3 0.0
H 0.1525 2.5412 0.3424 0.0 0.0 0.1
H -0.9700 1.7947 1.5063 0.0 0.0 -0.1
H 0.7802 1.6462 1.7518 0.0 0.0 -0.1
H 0.1752 -3.0037 0.8484 0.0 0.1 -0.1
H -0.2924 -2.1908 -0.6795 0.1 -0.1 0.1
H -1.4370 -2.2961 0.6329 0.1 0.0 0.1
```
Positions in Å, forces in eV/Å.

Results
LUMO energy (alpha / beta), hartree: -0.0011 / 0.0148
2S+1: 1
HOMO-LUMO gap (alpha / beta), eV: 8.1 / 7.8
Total energy, eV: -9796.6305

---

4.
Computed, not measured: an isolated ion of composition C4H5Br2N2 and charge +1, with ωB97M-V with the def2-TZVPD basis set.

```
13
Properties=species:S:1:pos:R:3:forces:R:3
C 0.7833 -0.8368 -0.0694 -1.8 -0.6 -1.2
C 1.7341 0.0611 -0.1407 2.0 1.4 0.9
C -0.1773 1.1303 0.0264 -1.2 0.4 -0.9
C -1.7336 -0.9039 0.0433 0.0 -0.3 -1.2
N -0.4571 -0.1523 -0.1054 0.3 -0.3 1.2
N 1.1277 1.3049 -0.0562 2.1 1.3 1.3
Br 3.5947 -0.0869 -0.0239 -0.5 0.0 -0.2
Br -1.3414 2.5516 -0.0171 -0.3 -0.1 0.3
H 0.8771 -1.8838 -0.1620 -0.2 -0.9 0.1
H -2.0955 -1.1582 -0.9890 0.6 -0.2 0.9
H -1.3390 -1.7768 0.6162 -1.4 0.5 -0.4
H -2.6084 -0.3453 0.4551 1.3 -0.2 0.4
H 1.6354 2.0962 0.4228 -0.9 -0.8 -1.3
```
Positions in Å, forces in eV/Å.

Results
LUMO energy, hartree: -0.1373
2S+1: 1
Net charge: +1
HOMO-LUMO gap, eV: 10.1
Total energy, eV: -147286.8808

---

5.
Computed, not measured: a 2-piece molecular cluster, C3H9NO2 overall, with ωB97M-V with the def2-TZVPD basis set.

```
15
Properties=species:S:1:pos:R:3:forces:R:3
C -0.0806 -1.9646 -1.4439 -0.3 1.4 -1.7
C 0.2444 1.1396 0.5927 -0.4 0.0 0.5
C -0.1866 2.5650 0.5009 0.3 0.1 -0.5
H 0.0759 -2.3668 0.4514 -0.9 -0.2 0.6
H -1.5502 -1.9368 -0.0055 3.1 -2.5 -0.3
H -0.5594 -2.6783 -2.1569 1.7 1.0 -0.9
H -0.5318 -0.8513 -1.6494 1.1 -3.2 -0.1
H 1.1241 -1.8774 -1.3085 -2.8 -0.6 -1.2
H 0.6128 -0.3289 -0.5002 -0.3 0.9 -0.2
H -0.2476 2.9869 1.4848 0.0 0.3 0.3
H 0.5468 3.0871 -0.1282 -0.1 0.0 0.3
H -1.1378 2.6539 -0.0250 0.0 -0.1 0.1
N -0.6250 -2.5840 -0.2612 -2.5 2.8 2.8
O 0.5178 0.5397 1.6117 0.0 0.3 -1.0
O 0.2545 0.5802 -0.6407 1.0 -0.2 1.3
```
Positions in Å, forces in eV/Å.

Results
LUMO energy, hartree: 0.0256
2S+1: 1
HOMO-LUMO gap, eV: 10.2
Total energy, eV: -8840.5465

---

6.
Computed, not measured: an isolated molecule of C7H8, with ωB97M-V with the def2-TZVPD basis set.

```
15
Properties=species:S:1:pos:R:3:forces:R:3
C -0.1348 -1.5581 -0.5655 0.0 0.0 0.0
C -0.2685 -0.1225 -0.0935 -0.1 0.0 -0.1
C 0.2418 0.9749 -0.9309 -0.2 0.0 -0.3
C 1.0045 0.6352 0.3924 0.4 0.0 0.3
C 2.2783 0.0993 0.0515 -0.2 0.3 0.2
C -1.4400 0.1538 0.7173 -0.4 0.1 0.3
C -2.4209 0.3585 1.3862 0.4 -0.1 -0.2
H -1.0111 -1.8358 -1.1602 0.1 0.1 0.1
H 0.7693 -1.6739 -1.1647 -0.1 0.0 0.1
H -0.0708 -2.2358 0.2911 0.0 0.1 -0.1
H 0.8067 1.3538 1.1915 0.1 -0.2 -0.1
H 0.7491 0.7160 -1.8542 -0.1 0.0 0.2
H -0.2526 1.9408 -0.9050 0.1 -0.2 0.0
H 3.0304 0.6539 0.6519 -0.1 -0.1 -0.1
H -3.2813 0.5399 1.9920 0.1 0.0 -0.1
```
Positions in Å, forces in eV/Å.

Results
LUMO energy, hartree: -0.0034
2S+1: 1
HOMO-LUMO gap, eV: 8.4
Total energy, eV: -7382.5424